C16H31N2OP2Pt | ωB97M-V/def2-TZVPD

Summary:
2S+1: 1
E_HOMO: -11.22 eV
Net charge: +1
Calculated total energy: -43943.539 eV
LUMO: -3.09 eV
Relative energy (zero: lowest compared OMol25 entry of this formula, charge and spin): 16.5 kcal/mol

Geometry as XYZ:
```
53
Properties=species:S:1:pos:R:3:forces:R:3:lowdin_charge:R:1
Pt -0.075 0.086 0.358 -0.66 0.44 -0.58 0.7530
C 1.780 2.508 1.657 -0.18 0.15 0.11 -0.2449
P 0.019 2.101 1.441 0.14 0.38 -0.08 0.6506
C -0.691 3.621 0.739 -0.06 -0.04 0.14 -0.2459
C -0.669 1.936 3.141 -0.04 -0.24 -0.16 -0.3734
C -1.873 0.992 3.018 0.26 0.20 -0.18 -0.3817
P -1.367 -0.491 2.051 0.34 -0.60 -0.15 0.6420
C -0.722 -1.686 3.246 -0.10 0.09 0.04 -0.2211
C -2.955 -1.182 1.498 0.04 0.20 0.26 -0.2217
H 1.883 3.389 2.294 0.06 -0.02 -0.01 0.0590
H 2.230 2.722 0.688 0.00 -0.02 -0.02 0.0508
H 2.300 1.667 2.112 0.01 -0.01 -0.01 0.0464
H -0.537 4.484 1.388 0.01 0.00 0.00 0.0558
H -1.759 3.479 0.572 0.00 0.07 0.01 0.0380
H -0.214 3.808 -0.224 -0.02 0.00 -0.03 0.0501
H -0.913 2.911 3.561 -0.11 -0.04 0.03 0.0939
H 0.097 1.482 3.774 0.08 0.05 -0.03 0.0866
H -2.655 1.494 2.442 -0.10 -0.12 0.02 0.0863
H -2.302 0.682 3.971 0.05 0.05 0.07 0.0969
H -1.457 -1.899 4.024 0.01 -0.04 0.02 0.0608
H 0.190 -1.295 3.695 -0.01 -0.02 0.02 0.0524
H -0.475 -2.601 2.708 0.00 0.01 0.01 0.0421
H -3.647 -1.176 2.345 -0.01 0.00 -0.05 0.0644
H -2.831 -2.201 1.153 -0.03 -0.04 0.01 0.0255
H -3.364 -0.577 0.691 -0.01 0.01 -0.01 0.0493
C 1.193 -3.682 -1.836 0.05 0.15 0.00 -0.0843
C 0.131 -2.788 -1.197 -0.15 0.04 -0.15 -0.5256
C -0.735 -3.620 -0.260 0.17 0.00 -0.04 -0.0869
C 0.782 -1.612 -0.469 -0.19 -0.73 0.14 -0.3514
H 0.736 -4.501 -2.392 0.01 -0.02 -0.01 0.0803
H 1.840 -4.111 -1.067 0.01 -0.02 -0.01 0.0843
H 1.825 -3.115 -2.523 0.01 -0.04 -0.01 0.0749
H -0.508 -2.401 -1.999 -0.04 0.02 0.00 0.1180
H -0.135 -3.993 0.576 -0.02 -0.01 0.01 0.0830
H -1.167 -4.482 -0.770 0.01 0.01 -0.01 0.0860
H -1.545 -3.020 0.137 -0.08 0.00 0.03 0.0237
H 1.436 -1.091 -1.196 -0.01 0.11 0.12 0.0305
H 1.456 -2.058 0.273 0.00 0.13 0.11 0.0493
N -2.897 2.877 -6.006 -0.03 -0.02 -0.01 0.1850
C -1.850 2.032 -5.855 0.04 0.13 -0.06 -0.4886
O -1.212 1.601 -6.790 -0.02 -0.06 0.04 0.0850
C -1.479 1.638 -4.442 -0.03 -0.03 0.07 -0.1030
C -2.225 1.936 -3.308 0.03 -0.04 -0.07 0.0071
C -1.767 1.506 -2.075 -0.15 0.06 0.01 -0.1394
N -0.645 0.809 -1.925 0.77 -0.09 0.48 -0.0252
C 0.072 0.519 -3.013 -0.09 -0.02 -0.04 -0.1023
C -0.309 0.911 -4.282 0.01 -0.03 -0.03 0.0313
H -3.125 3.167 -6.942 0.00 -0.01 -0.01 0.1229
H -3.375 3.317 -5.244 0.02 -0.01 0.03 0.0907
H -3.159 2.478 -3.355 -0.01 -0.01 0.02 0.1115
H -2.328 1.723 -1.173 0.02 -0.02 0.01 0.0963
H 0.973 -0.059 -2.857 0.01 0.02 -0.03 0.1016
H 0.281 0.658 -5.151 0.00 0.01 0.00 0.1302
```
Forces are in eV/Å.